No. 1
C21H22FN3O2S in the gas phase in a non-equilibrium geometry, computed with ωB97M-V/def2-TZVPD.

Results
- net charge = 0
- energy above the lowest of the compared OMol25 structures with the same formula, charge and spin (kcal/mol) = 108.47
- HOMO energy (Eh) = -0.3354

```
50
Properties=species:S:1:pos:R:3:mulliken_charge:R:1
C -2.2022 -4.7251 0.2996 -1.30
C -1.8562 -3.2916 0.6480 0.03
N -1.4928 -2.6063 -0.5711 -0.20
C -1.5179 -1.2514 -0.7960 0.43
N -0.9697 -1.0063 -1.8618 -0.56
C -0.8193 0.4057 -2.0656 -0.51
O -0.4125 0.7201 -3.1395 -0.57
C -1.0846 1.3610 -0.8982 1.64
C -2.1716 2.4066 -1.1191 -1.58
C 0.2399 1.9949 -0.3371 0.80
C 0.2799 2.6201 0.9433 -0.92
C 1.5534 3.0840 1.3586 -0.20
C 2.7138 2.9994 0.6871 0.22
C 3.9750 3.7634 1.1693 -0.80
C 3.7510 5.2531 1.2981 -0.54
C 3.7131 6.1146 0.0430 0.37
N 2.5878 6.2713 -0.6882 -0.35
O 4.6251 6.8027 -0.3134 -0.62
C 2.6438 2.3446 -0.5814 -0.73
C 1.4803 1.8413 -1.0660 -0.78
S -2.0248 0.1470 0.1623 -0.24
C -0.7742 -3.3332 1.7301 0.42
C -1.1166 -3.4734 3.0918 -0.64
C -0.0316 -3.2147 4.0672 -0.37
C 1.2553 -3.0378 3.5831 0.39
F 2.1918 -2.8114 4.5290 -0.30
C 1.5650 -3.3213 2.2683 -0.79
C 0.5688 -3.3369 1.2879 -0.31
H -1.3762 -5.4007 0.4250 0.33
H -3.0920 -5.1022 0.8418 0.32
H -2.5443 -4.8459 -0.8508 0.36
H -2.6839 -2.8779 1.2383 0.57
H -1.6919 -3.0040 -1.4502 0.27
H -3.0647 2.0870 -1.5912 0.48
H -2.3575 2.8139 -0.0809 0.39
H -1.7102 3.1761 -1.7616 0.35
H -0.5329 2.7067 1.6067 0.51
H 1.6170 3.5617 2.3536 0.33
H 4.8683 3.6038 0.4595 0.26
H 4.2314 3.4098 2.1922 0.35
H 2.9297 5.6250 1.9165 0.47
H 4.6151 5.6171 1.9152 0.32
H 2.6375 6.8652 -1.4645 0.22
H 1.8995 5.5584 -0.6195 0.19
H 3.6311 2.1985 -1.0496 0.28
H 1.6001 1.2922 -1.9625 0.42
H -2.2048 -3.5571 3.3161 0.32
H -0.1455 -3.1390 5.1560 0.39
H 2.5837 -3.3022 1.9070 0.36
H 0.5793 -3.5477 0.2320 0.50
```

No. 2
A molecular structure, C53H43BrFN3O2Pt in a non-equilibrium geometry, computed with ωB97M-V/def2-TZVPD.

Results
- net charge = 0
- energy above the lowest of the compared OMol25 structures with the same formula, charge and spin (kcal/mol) = 11.45
- HOMO energy (Eh) = -0.2899

```
104
Properties=species:S:1:pos:R:3:mulliken_charge:R:1
Pt -0.1982 -0.2874 0.0141 2.70
O 1.4236 0.1079 1.4940 -0.84
C 1.0989 0.7794 2.6736 1.57
C -0.2041 1.6481 2.5000 -0.75
C 0.0226 2.5743 1.3552 -0.78
C 0.4035 3.8964 1.5315 -0.61
C 0.7846 4.6388 0.4303 -1.42
C 0.7882 4.0451 -0.8201 -0.57
C 0.3715 2.7298 -0.9408 -0.67
C 0.3238 1.9912 -2.2423 -1.08
C 1.4683 0.9659 -2.3429 2.90
O 1.2485 -0.0860 -1.4349 -1.13
C 1.4784 0.3311 -3.7487 -0.22
C 0.2949 0.1426 -4.4594 -0.41
C 0.2788 -0.5738 -5.6483 -0.94
C 1.4486 -1.1246 -6.1478 -0.57
C 2.6345 -0.9457 -5.4497 -0.88
C 2.6471 -0.2282 -4.2618 -0.40
C 2.8195 1.6323 -2.1030 -0.11
C 3.6524 1.2038 -1.0860 0.07
C 4.8960 1.8049 -0.8974 -0.57
C 5.3102 2.8376 -1.7209 -0.64
C 4.4768 3.2676 -2.7505 -1.04
C 3.2449 2.6666 -2.9381 0.02
N -0.0182 2.0244 0.1327 0.72
C 2.2159 1.7530 3.0847 0.13
C 3.0686 2.2656 2.1222 0.43
C 4.0299 3.2143 2.4481 -0.55
C 4.1420 3.6728 3.7522 -0.76
C 3.2899 3.1673 4.7268 -0.95
C 2.3375 2.2144 4.3951 -0.53
C 0.9317 -0.2195 3.8343 -0.34
C -0.1933 -0.3245 4.6372 0.57
C -0.2568 -1.2706 5.6625 -0.88
C 0.8079 -2.1212 5.8935 -0.84
C 1.9430 -2.0298 5.0863 -0.99
C 1.9990 -1.0922 4.0725 -0.19
H -0.4236 2.2025 3.4124 1.18
H -1.0208 0.9671 2.2636 -0.82
H 0.4238 4.3188 2.5274 0.55
H 1.1002 5.6676 0.5482 0.43
H 1.1005 4.5891 -1.7011 0.58
H 0.3347 2.6733 -3.0919 1.03
H -0.5976 1.4123 -2.2511 -0.36
H -0.6367 0.5535 -4.0914 0.27
H -0.6538 -0.7019 -6.1834 0.42
H 1.4367 -1.6894 -7.0711 0.40
H 3.5560 -1.3701 -5.8285 0.41
H 3.5795 -0.0998 -3.7260 0.39
H 3.3134 0.3976 -0.4470 0.29
H 5.5339 1.4673 -0.0893 0.50
H 6.2771 3.3023 -1.5738 0.41
H 4.7954 4.0651 -3.4102 0.44
H 2.6151 2.9876 -3.7617 0.44
H 2.9597 1.9101 1.1119 -0.41
H 4.6828 3.5997 1.6735 0.51
H 4.8899 4.4113 4.0126 0.40
H 3.3683 3.5156 5.7494 0.44
H 1.6845 1.8247 5.1682 0.42
H -1.0442 0.3262 4.4776 0.45
H -1.1483 -1.3354 6.2745 0.53
H 0.7610 -2.8514 6.6922 0.41
H 2.7850 -2.6896 5.2583 0.44
H 2.8725 -1.0195 3.4347 0.49
N -0.5382 -2.9861 3.0282 0.86
C 0.0098 -2.2503 2.0540 -1.62
N -0.8271 -1.3473 1.5948 0.63
C -2.0125 -1.4957 2.3289 0.60
C -3.2024 -0.7673 2.3283 -0.33
C -4.1928 -1.1654 3.2023 -1.25
C -4.0175 -2.2614 4.0640 -0.69
C -2.8311 -2.9640 4.0982 -1.15
C -1.8357 -2.5464 3.2231 0.10
H -0.0731 -3.7333 3.5132 0.46
H 1.0307 -2.3536 1.7285 0.44
H -3.3418 0.0770 1.6694 0.62
H -5.1267 -0.6199 3.2266 0.48
H -4.8275 -2.5554 4.7180 0.43
H -2.6799 -3.7900 4.7804 0.51
Br -6.4785 0.2173 -2.2326 -0.21
C -4.7238 0.0758 -1.5494 -0.40
C -3.9249 1.1971 -1.4643 -0.85
C -2.6222 1.0863 -0.9856 0.52
C -2.0872 -0.1389 -0.5698 -0.17
C -2.9540 -1.2428 -0.6339 1.04
C -4.2489 -1.1498 -1.1201 -0.87
H -4.3115 2.1637 -1.7589 0.50
H -2.0418 1.9907 -0.9194 0.14
H -2.6368 -2.2045 -0.2600 -0.01
H -4.8829 -2.0258 -1.1561 0.50
F 2.4556 -6.4829 0.7861 -0.36
C 1.8023 -5.4105 0.2882 0.38
C 2.5325 -4.4087 -0.3245 -1.07
C 1.8512 -3.3193 -0.8460 0.31
C 0.4620 -3.2227 -0.7417 -0.08
C -0.2345 -2.0995 -1.3679 -1.05
C -0.2342 -4.2501 -0.1073 0.11
C 0.4275 -5.3589 0.4046 -0.96
H 3.6070 -4.5008 -0.4060 0.48
H 2.3905 -2.5150 -1.3325 0.43
H -1.2953 -2.1954 -1.4776 1.08
H 0.2869 -1.5379 -2.1185 -0.06
H -1.3149 -4.1930 -0.0325 0.39
H -0.1051 -6.1742 0.8767 0.52
```